C3H8ClN2 | wB97M-V/def2-TZVPD

Last column: natural (NBO) charge in e.
Atoms and positions in Å:
C -0.20 0.31 -0.30  0.322
C 1.05 -2.37 -0.55  -0.504
C -0.87 2.49 0.41  -0.465
N 0.62 -1.55 0.51  -0.311
N -0.38 1.13 0.66  -0.534
Cl -0.14 0.34 -1.91  0.232
H 1.48 -3.29 -0.23  0.238
H 0.09 -2.62 -1.16  0.259
H 1.74 -1.88 -1.29  0.231
H -1.57 2.47 -0.35  0.220
H -0.02 3.21 0.04  0.248
H -1.31 3.07 1.35  0.264
H 0.05 -2.03 1.19  0.348
H -0.55 0.73 1.63  0.452

Summary:
Charge: +1
Highest occupied orbital energy (spin up / spin down) in eV: -12.4 / -15.0
F_max in eV/Å: 5.0
Energy in eV: -18731.021
2S+1: 3
Orbital gap (spin up / spin down) in eV: 8.20 / 9.06
Expectation value of S²: 2.012



C3H8ClNO3S | wB97M-V/def2-TZVPD

Last column: natural (NBO) charge in e.
Atoms and positions in Å:
C -0.23 0.67 0.22  -0.077
C -1.66 0.70 -0.20  -0.442
C -2.35 -0.61 0.34  -0.352
H 3.49 0.13 -1.64  0.440
H 3.35 1.03 -0.09  0.430
H -0.08 0.58 1.30  0.200
H 0.27 1.68 -0.01  0.176
H -1.78 0.76 -1.27  0.228
H -2.16 1.55 0.29  0.228
H -2.38 -0.74 1.46  0.222
H -2.00 -1.56 -0.19  0.235
N 2.92 0.35 -0.79  -1.107
O 2.19 -0.48 1.46  -0.924
O 2.07 -2.13 -0.42  -0.893
O 0.48 -0.36 -0.40  -0.702
S 2.01 -0.74 0.05  2.449
Cl -4.12 -0.84 -0.12  -0.113

Summary:
Charge: 0
Structure (SMILES): NS(=O)(=O)OCCCCl
Highest occupied orbital energy in eV: -10.5
F_max in eV/Å: 3.3
Energy in eV: -34230.036
2S+1: 1
Orbital gap in eV: 10.74



C3H8ClNSi | wB97M-V/def2-TZVPD

Last column: natural (NBO) charge in e.
Atoms and positions in Å:
C -0.69 1.02 -0.38  -0.649
C -0.11 -0.35 -0.98  -0.873
C 0.56 -1.07 2.45  -0.040
N 0.97 0.13 2.24  -0.588
Si 1.17 -0.20 -2.23  1.130
Cl 1.76 1.64 -2.83  -0.358
H -0.99 0.80 0.72  0.192
H -1.58 1.44 -0.90  0.225
H -0.56 -1.21 -0.51  0.234
H 0.92 -1.75 3.17  0.157
H 0.10 1.87 -0.28  0.222
H -0.20 -1.69 1.83  0.123
H 0.35 0.62 1.57  0.342
H 2.00 -1.21 -3.09  -0.118

Summary:
Charge: 0
Structure (SMILES): C/C=[SiH]\Cl.C=N
Highest occupied orbital energy in eV: -8.3
F_max in eV/Å: 3.1
Energy in eV: -25128.415
2S+1: 1
Orbital gap in eV: 8.64



C3H8F2N | wB97M-V/def2-TZVPD

Last column: natural (NBO) charge in e.
Atoms and positions in Å:
C 0.02 1.31 -0.08  -0.435
C 0.83 -0.83 0.75  -0.415
C -1.07 -0.64 -0.95  0.176
N -0.33 -0.10 0.20  0.162
F -0.18 -0.66 -2.01  -0.306
F -1.30 -0.06 1.22  -0.183
H -0.81 1.95 -0.18  0.265
H 0.79 1.42 0.73  0.243
H 0.37 1.32 -1.12  0.268
H 1.49 -1.04 0.01  0.255
H 1.22 -0.27 1.55  0.251
H 0.40 -1.86 0.99  0.257
H -2.12 0.08 -1.01  0.239
H -1.43 -1.65 -0.64  0.222

Summary:
Charge: +1
Structure (SMILES): C[N+](C)(F)CF
Highest occupied orbital energy in eV: -18.0
F_max in eV/Å: 4.4
Energy in eV: -10155.117
2S+1: 1
Orbital gap in eV: 14.12



C3H8F2NPS | wB97M-V/def2-TZVPD

Last column: natural (NBO) charge in e.
Atoms and positions in Å:
C 1.76 -0.96 0.10  -0.618
C 0.87 1.37 -0.11  -0.616
C 0.54 -0.09 -0.30  -0.064
N -0.53 -0.58 0.53  -0.763
F -3.33 -1.53 0.57  -0.551
F -2.42 -0.58 -1.49  -0.562
P -2.52 -0.13 0.04  1.789
S -3.55 1.51 0.17  -0.462
H 1.86 -2.06 -0.01  0.229
H 2.56 -0.65 -0.53  0.212
H 2.08 -0.81 1.08  0.202
H 1.16 1.55 0.89  0.199
H -0.05 1.78 -0.32  0.216
H 1.65 1.69 -0.70  0.218
H 0.26 -0.35 -1.37  0.207
H -0.34 -0.15 1.45  0.362

Summary:
Charge: 0
Structure (SMILES): CC(C)NP(F)(F)=S
Highest occupied orbital energy in eV: -9.6
F_max in eV/Å: 4.2
Energy in eV: -30290.657
2S+1: 1
Orbital gap in eV: 9.02



C3H8FN2O | wB97M-V/def2-TZVPD

Last column: natural (NBO) charge in e.
Atoms and positions in Å:
C 1.12 -0.19 0.65  0.835
C -1.89 1.69 -0.54  -0.432
C -1.82 0.67 0.27  0.191
N 1.62 0.31 -0.49  -0.804
N 1.07 -1.80 0.36  -0.820
O 0.98 0.32 1.69  -0.456
F -1.28 -0.42 -0.34  -0.392
H -1.27 1.59 -1.53  0.214
H -2.29 2.60 -0.24  0.232
H -2.20 0.57 1.22  0.199
H 1.40 1.30 -0.45  0.440
H 1.54 -0.19 -1.34  0.408
H 0.39 -2.00 -0.39  0.452
H 0.57 -2.33 1.08  0.464
H 2.05 -2.12 0.06  0.468

Summary:
Charge: +1
Highest occupied orbital energy in eV: -13.9
F_max in eV/Å: 3.3
Energy in eV: -10977.710
2S+1: 1
Orbital gap in eV: 10.01



C3H8FN3S | wB97M-V/def2-TZVPD

Last column: natural (NBO) charge in e.
Atoms and positions in Å:
C 0.11 -0.28 0.24  0.359
C -1.05 0.27 1.10  -0.497
C -2.18 0.82 0.17  0.025
H 1.53 -2.80 -0.04  0.369
H 1.93 -1.66 -1.24  0.331
H -0.46 1.09 1.56  0.246
H -1.35 -0.53 1.78  0.262
H -3.12 0.91 0.88  0.200
H -2.26 0.06 -0.68  0.200
H 0.03 1.31 -1.00  0.410
H 3.28 0.20 -1.29  0.129
N 1.84 -1.86 -0.14  -0.644
N 0.60 -1.44 0.42  -0.313
N 0.70 0.52 -0.80  -0.813
F -1.95 2.25 -0.34  -0.406
S 2.35 1.14 -0.62  0.141

Summary:
Charge: 0
Structure (SMILES): N/N=C(/CCF)NS
Highest occupied orbital energy in eV: -8.8
F_max in eV/Å: 3.6
Energy in eV: -21260.369
2S+1: 1
Orbital gap in eV: 9.41



C3H8FNO | wB97M-V/def2-TZVPD

Last column: natural (NBO) charge in e.
Atoms and positions in Å:
C 0.09 0.23 0.52  -0.119
C -0.79 -0.88 -0.07  -0.087
C 1.54 -0.16 0.49  0.039
H -0.88 1.85 -0.33  0.352
H 0.08 1.06 -1.31  0.352
H -0.31 0.39 1.64  0.218
H -0.77 -1.75 0.58  0.186
H -0.47 -1.09 -1.09  0.178
H -2.14 0.24 -0.82  0.453
H 1.88 -0.93 1.13  0.176
H 2.12 0.76 0.67  0.191
N 0.04 1.44 -0.40  -0.827
O -2.18 -0.46 -0.17  -0.714
F 1.79 -0.68 -0.84  -0.398

Summary:
Charge: 0
Structure (SMILES): N[C@@H](CO)CF
Highest occupied orbital energy in eV: -10.0
F_max in eV/Å: 2.7
Energy in eV: -9494.901
2S+1: 1
Orbital gap in eV: 10.95



C3H8FNO | wB97M-V/def2-TZVPD

Last column: natural (NBO) charge in e.
Atoms and positions in Å:
C 2.10 0.38 -0.06  -0.463
C -2.15 -0.32 -0.56  -0.260
C -0.29 0.33 0.62  0.055
N 0.78 -0.35 -0.27  -0.053
O -1.44 -0.43 0.61  -0.513
F 1.07 -1.64 0.33  -0.300
H 1.98 0.63 0.93  0.183
H 3.02 -0.23 -0.15  0.230
H 2.18 1.17 -0.84  0.215
H -2.38 0.76 -0.80  0.163
H -3.02 -1.00 -0.38  0.199
H -1.55 -0.76 -1.33  0.186
H 0.05 0.17 1.70  0.183
H -0.34 1.31 0.20  0.176

Summary:
Charge: 0
Structure (SMILES): COCN(C)F
Highest occupied orbital energy in eV: -9.6
F_max in eV/Å: 4.8
Energy in eV: -9492.332
2S+1: 1
Orbital gap in eV: 10.59



- Which value of charge does entry 7 give?
  0



- charge of number 4 (C3H8F2N)?
  +1